1.
C10H24BBr6N3O8 | ωB97M-V/def2-TZVPD

```
! wB97M-V def2-TZVPD RIJCOSX def2/J DEFGRID3
* xyz 1 2
N -6.65 6.32 -5.79
H -6.26 5.42 -6.01
H -7.37 6.27 -5.08
H -6.89 6.71 -6.70
H -5.93 6.98 -5.54
N -6.93 9.23 -2.18
H -7.37 8.54 -1.60
H -7.03 10.12 -1.72
H -7.27 9.18 -3.13
H -5.95 8.99 -2.28
N -2.24 11.56 -3.79
H -1.62 12.17 -3.28
H -1.75 10.73 -4.11
H -2.68 12.04 -4.56
H -2.89 11.33 -3.05
O -6.83 8.40 -7.52
C -6.74 9.56 -7.07
O -5.93 10.61 -7.45
B -5.94 11.62 -6.40
O -6.96 11.19 -5.41
C -7.33 9.95 -5.76
O -7.90 9.22 -4.93
O -4.60 11.71 -5.81
C -4.13 12.90 -6.10
O -2.89 13.24 -5.86
C -5.16 13.70 -6.94
O -6.25 12.96 -6.97
O -5.01 14.77 -7.51
Br -7.54 5.74 -8.62
C -8.52 5.08 -10.18
C -8.08 5.90 -11.37
Br -9.08 5.28 -12.94
H -9.61 5.16 -10.15
H -8.25 4.04 -10.05
H -7.08 5.59 -11.67
H -8.11 6.99 -11.26
Br -5.10 10.26 -13.00
C -5.67 11.68 -11.66
C -6.52 11.06 -10.57
Br -8.22 10.73 -11.62
H -6.29 12.45 -12.12
H -4.73 12.06 -11.26
H -6.74 11.82 -9.82
H -6.29 10.06 -10.20
Br -10.52 10.26 -2.42
C -11.00 8.93 -3.89
C -12.46 8.78 -3.88
Br -13.43 10.37 -4.48
H -10.57 8.01 -3.49
H -10.40 9.09 -4.78
H -12.64 8.53 -2.84
H -12.88 7.92 -4.41
*
```

* LUMO level (alpha / beta): -4.11 / -4.37 eV
* ⟨S²⟩: 0.75
* gap between HOMO and LUMO (alpha / beta): 0.1307 / 0.2393 hartree
* max |F|: 5.36 eV/A

2.
C10H24BClInNO2P2 | ωB97M-V/def2-TZVPD

```
! wB97M-V def2-TZVPD RIJCOSX def2/J DEFGRID3
* xyz 2 1
C 0.24 -0.08 -5.34
C 0.42 0.07 -3.86
H 1.23 -0.06 -5.82
H -0.38 0.74 -5.73
H -0.25 -1.03 -5.58
O 1.40 0.44 -3.24
Cl -1.08 -0.33 -2.95
In 0.14 0.05 0.35
P -0.33 2.53 -0.06
C 0.96 3.56 0.71
C -0.29 3.11 -1.78
H -0.37 4.20 -1.80
H -1.83 4.36 0.44
H -1.13 2.67 -2.35
H -2.73 2.84 0.10
H 1.94 3.33 0.27
H 0.65 2.80 -2.26
C -1.85 3.28 0.60
H 0.72 4.62 0.54
H -1.92 3.08 1.68
H 1.00 3.37 1.79
P -0.10 -2.52 0.28
C 1.27 -3.30 1.22
C -1.55 -3.28 1.08
H -0.74 -2.98 -2.01
H -0.16 -4.45 -1.17
H 1.01 -3.23 -1.75
C 0.01 -3.38 -1.32
H -2.46 -3.01 0.53
H -1.43 -4.38 1.08
H 1.15 -4.39 1.20
H 1.25 -2.95 2.27
H -1.64 -2.93 2.11
H 2.23 -3.03 0.77
C 2.46 0.19 1.38
O 3.57 0.24 1.62
B -0.11 -0.03 5.01
C -0.45 0.02 3.52
N -0.75 0.06 2.38
H -1.03 0.52 5.58
H 0.97 0.51 5.21
H -0.04 -1.21 5.34
*
```

* LUMO level: -8.55 eV
* gap between HOMO and LUMO: 0.2345 hartree
* max |F|: 3.47 eV/A

3.
C10H24Cl20FIO3SSi2 | ωB97M-V/def2-TZVPD

```
! wB97M-V def2-TZVPD RIJCOSX def2/J DEFGRID3
* xyz 0 1
O 1.01 -1.49 -1.27
S 1.62 -2.74 -1.45
O 2.29 -2.98 -2.66
F 2.67 -2.95 -0.35
Si 0.09 -4.37 -1.32
I -0.70 -4.75 -3.57
O -1.08 -3.92 -0.31
Si -2.30 -2.83 -0.76
H 0.70 -5.59 -0.81
H -3.45 -3.62 -1.23
H -2.62 -2.05 0.45
H -1.80 -1.92 -1.80
C 3.32 -0.02 -4.23
Cl 2.78 1.65 -4.44
Cl 2.93 -1.03 -5.63
H 4.39 -0.03 -4.09
H 2.82 -0.44 -3.37
C 1.53 1.27 0.52
Cl 2.47 1.38 2.01
Cl -0.20 1.58 0.79
H 1.90 2.01 -0.18
H 1.64 0.27 0.12
C -0.31 -5.15 -7.98
Cl -1.54 -5.42 -6.73
Cl -0.08 -6.57 -9.00
H -0.64 -4.33 -8.60
H 0.62 -4.91 -7.49
C 6.51 0.04 -6.66
Cl 7.22 -0.46 -8.20
Cl 6.63 -1.23 -5.43
H 7.04 0.92 -6.30
H 5.46 0.27 -6.82
C 0.59 2.81 4.65
Cl -0.71 3.72 5.42
Cl 1.40 1.73 5.79
H 0.18 2.22 3.84
H 1.32 3.52 4.27
C -2.89 5.07 2.90
Cl -1.96 4.23 1.65
Cl -4.57 5.34 2.40
H -2.90 4.46 3.79
H -2.44 6.03 3.10
C -4.00 8.61 4.37
Cl -4.59 8.88 6.01
Cl -2.31 8.06 4.34
H -4.61 7.86 3.90
H -4.05 9.55 3.83
C -5.42 3.78 6.68
Cl -5.77 5.48 6.35
Cl -5.72 2.75 5.28
H -4.37 3.69 6.95
H -6.05 3.45 7.50
C 5.21 -0.18 5.76
Cl 4.27 -1.67 5.64
Cl 4.64 1.07 4.64
H 5.12 0.21 6.77
H 6.24 -0.40 5.53
C -3.61 -8.26 -2.98
Cl -3.76 -6.53 -2.63
Cl -2.01 -8.88 -2.56
H -4.35 -8.79 -2.41
H -3.77 -8.40 -4.04
*
```

* LUMO level: 0.06 eV
* gap between HOMO and LUMO: 0.3793 hartree
* max |F|: 2.73 eV/A

4.
C10H24O10V2 | ωB97M-V/def2-TZVPD

```
! wB97M-V def2-TZVPD RIJCOSX def2/J DEFGRID3
* xyz -1 2
O -0.33 -3.15 0.83
V -1.08 -4.49 1.24
O -1.70 -4.25 2.78
O 0.06 -0.37 0.09
V 0.63 -1.15 -1.21
O 1.14 -0.09 -2.39
C -0.68 -2.78 -2.97
O 0.54 -2.96 -2.76
O -1.19 -1.93 -2.17
O -1.30 -3.56 -3.80
C -1.31 -0.91 4.06
C -0.74 0.48 3.64
C -1.85 1.33 2.99
O -0.36 1.16 4.83
H -1.13 -1.11 5.12
H -0.86 -1.82 3.68
H -2.36 -0.86 3.77
H 0.10 0.32 2.96
H -2.28 0.91 2.08
H -1.52 2.37 2.91
H -2.75 1.37 3.60
H -1.04 0.96 5.47
C -3.37 2.69 -3.42
C -2.36 3.17 -2.41
C -0.87 2.96 -2.72
O -2.54 4.66 -2.43
H -4.35 3.15 -3.33
H -3.44 1.61 -3.29
H -2.97 2.85 -4.42
H -2.57 2.77 -1.42
H -0.61 1.92 -2.60
H -0.16 3.42 -2.04
H -0.55 3.28 -3.72
H -3.17 4.74 -1.71
C 3.49 -0.27 0.38
C 3.54 -1.38 -0.63
C 4.90 -2.12 -0.49
O 2.47 -2.22 -0.24
H 4.11 0.55 0.03
H 3.81 -0.69 1.34
H 2.51 0.13 0.65
H 3.45 -1.01 -1.65
H 5.03 -3.04 -1.06
H 5.10 -2.42 0.54
H 5.85 -1.60 -0.69
H 2.70 -2.63 0.60
*
```

* LUMO level (alpha / beta): 0.47 / 0.39 eV
* ⟨S²⟩: 0.77
* gap between HOMO and LUMO (alpha / beta): 0.1750 / 0.1722 hartree
* max |F|: 5.21 eV/A

5.
C10H24O3Si | ωB97M-V/def2-TZVPD

```
! wB97M-V def2-TZVPD RIJCOSX def2/J DEFGRID3
* xyz 0 1
C 1.06 2.22 -2.67
C 1.32 1.31 -1.41
C 2.80 1.17 -1.30
O 0.66 0.05 -1.62
Si -0.12 -0.98 -0.55
C -0.81 -2.49 -1.41
O -1.45 -0.50 0.32
C -2.17 0.77 0.20
C -2.71 0.99 -1.15
C -3.16 0.81 1.35
O 1.14 -1.50 0.49
C 1.16 -1.00 1.81
C 2.59 -1.09 2.43
C 0.06 -1.71 2.62
H 1.46 1.58 -3.47
H 0.03 2.37 -2.87
H 1.62 3.12 -2.63
H 0.84 1.74 -0.55
H 3.34 2.14 -1.17
H 3.09 0.71 -2.20
H 3.02 0.48 -0.44
H -0.01 -3.20 -1.64
H -1.60 -3.10 -0.91
H -1.26 -2.10 -2.27
H -1.37 1.56 0.41
H -1.97 0.77 -1.93
H -3.58 0.35 -1.37
H -3.02 1.95 -1.23
H -3.80 0.00 1.35
H -3.90 1.64 1.33
H -2.53 0.89 2.34
H 0.95 0.10 1.74
H 2.92 -2.07 2.65
H 3.34 -0.65 1.79
H 2.64 -0.52 3.39
H 0.27 -2.79 2.65
H 0.11 -1.47 3.67
H -0.96 -1.52 2.24
*
```

* LUMO level: 0.90 eV
* gap between HOMO and LUMO: 0.3881 hartree
* max |F|: 3.13 eV/A
* SMILES: CC(C)O[Si](C)(OC(C)C)OC(C)C
* energy relative to the best compared isomer or geometry (same formula, charge and spin): 14.4 kcal/mol

6.
C10H25B2N2O3 | ωB97M-V/def2-TZVPD

```
! wB97M-V def2-TZVPD RIJCOSX def2/J DEFGRID3
* xyz 0 2
N 0.34 3.04 -2.00
B -0.48 4.27 -2.02
C -1.78 4.26 -1.05
B -2.92 3.51 -1.89
O -3.34 2.24 -1.43
O -3.44 4.18 -2.99
H 0.40 2.70 -2.96
H -0.12 2.34 -1.43
H -0.20 5.17 -2.74
H -2.16 5.29 -0.88
H -1.54 3.76 -0.10
H -3.23 1.55 -2.08
H -4.00 3.62 -3.53
C 1.10 -3.35 -0.28
C 1.33 -1.82 -0.30
C 2.55 -1.47 0.58
C 2.27 -1.55 2.08
C 1.03 -0.74 2.44
C -0.20 -1.12 1.60
N 0.10 -1.12 0.14
O 0.17 0.12 -0.26
C -0.72 -2.50 2.04
C -1.35 -0.15 1.93
C 1.68 -1.50 -1.76
H 0.05 -3.60 -0.44
H 1.66 -3.85 -1.07
H 1.42 -3.82 0.65
H 2.88 -0.45 0.35
H 3.38 -2.12 0.33
H 2.15 -2.59 2.39
H 3.13 -1.17 2.63
H 0.80 -0.87 3.50
H 1.25 0.32 2.31
H -1.55 -2.83 1.41
H -1.11 -2.44 3.07
H 0.04 -3.27 2.05
H -1.08 0.89 1.78
H -1.63 -0.25 2.98
H -2.23 -0.38 1.33
H 0.85 -1.74 -2.42
H 2.54 -2.10 -2.07
H 1.96 -0.46 -1.90
*
```

* LUMO level (alpha / beta): 0.37 / -0.01 eV
* ⟨S²⟩: 0.75
* gap between HOMO and LUMO (alpha / beta): 0.3382 / 0.3528 hartree
* max |F|: 2.95 eV/A